1.
# C4H15N2O2

A 3-piece molecular cluster, C4H15N2O2 overall at a distorted geometry (ωB97M-V with the def2-TZVPD basis set, the Open Molecules 2025 dataset).

Summary:
E_LUMO in eV: -3.104
Orbital gap in Eh: 0.335
Net charge: +1
HOMO in eV: -12.208
Multiplicity: 1
Energy relative to the best compared isomer or geometry (same formula, charge and spin) in kcal/mol: 24.2

Last column: natural (NBO) charge in e.
Atoms and positions in Å:
C -0.63 2.67 0.77  -0.62
C -0.09 2.13 -0.55  -0.45
C -0.35 0.69 -0.82  0.00
C -0.97 0.14 -1.87  0.04
N -0.98 -1.18 -2.19  -0.80
N 0.38 -0.26 0.09  -0.71
H -0.03 3.49 1.16  0.23
H -0.75 1.89 1.53  0.19
H -1.62 3.11 0.71  0.23
H -0.53 2.63 -1.41  0.24
H 0.97 2.40 -0.65  0.22
H -1.46 0.82 -2.56  0.24
H -0.53 -1.93 -1.68  0.40
H -1.58 -1.52 -2.92  0.42
H -0.36 -0.69 0.64  0.44
H 0.91 -1.02 -0.35  0.46
H 0.96 0.19 0.81  0.46
H 1.94 -3.61 -0.07  0.50
H 0.48 -3.44 0.19  0.48
O 1.16 -3.18 -0.45  -0.96
H 1.67 -1.59 3.16  0.49
H 0.44 -0.74 3.61  0.50
O 0.96 -1.00 2.85  -0.99



2.
# C43H36Br2N11O3Zr

C43H36Br2N11O3Zr as an isolated structure at a distorted geometry (ωB97M-V with the def2-TZVPD basis set, the Open Molecules 2025 dataset).

Summary:
E_LUMO in eV: -3.464
Orbital gap in Eh: 0.241
Net charge: +1
HOMO in eV: -10.015
Multiplicity: 1
Energy relative to the best compared isomer or geometry (same formula, charge and spin) in kcal/mol: 30.7

Last column: Löwdin charge in e.
Atoms and positions in Å:
Zr 0.28 -0.40 -0.21  1.91
C 1.89 2.37 2.88  -0.06
C 0.79 1.58 2.19  -0.25
N 1.31 1.02 0.92  -0.11
C 2.22 1.84 0.26  -0.27
C 2.79 2.91 0.84  -0.07
N 2.75 3.06 2.23  0.10
C 2.56 1.43 -1.10  -0.16
C 3.62 1.97 -1.83  0.07
C 3.86 1.55 -3.12  -0.10
C 3.05 0.52 -3.63  0.07
C 2.07 -0.01 -2.85  -0.18
N 1.80 0.46 -1.62  0.04
C 1.30 -1.22 -3.24  -0.18
C 1.26 -1.73 -4.53  -0.04
N 0.67 -2.89 -4.81  0.12
C 0.13 -3.56 -3.79  -0.08
C 0.11 -3.02 -2.51  -0.08
N 0.67 -1.85 -2.25  0.06
C 4.97 2.12 -3.93  -0.16
C 5.48 3.39 -3.67  -0.01
C 6.52 3.88 -4.44  -0.12
N 7.07 3.20 -5.44  0.07
C 6.58 1.99 -5.70  -0.12
C 5.55 1.41 -4.98  -0.01
H 1.95 2.34 3.96  0.11
H 0.53 0.75 2.85  0.11
H 3.40 3.61 0.29  0.11
H 4.27 2.68 -1.35  0.12
H 3.22 0.13 -4.62  0.11
H 1.70 -1.20 -5.37  0.13
H -0.31 -4.52 -4.01  0.12
H -0.38 -3.53 -1.69  0.13
H 5.06 4.01 -2.89  0.11
H 6.93 4.86 -4.24  0.11
H 7.04 1.45 -6.52  0.11
H 5.23 0.41 -5.23  0.11
Br 3.41 -4.25 -0.27  0.82
C 2.03 -3.97 0.98  -0.60
C 1.67 -4.99 1.87  -0.15
C 0.64 -4.81 2.74  -0.62
Br 0.18 -6.21 3.93  0.82
C -0.09 -3.60 2.76  -0.17
C -1.21 -3.33 3.58  0.01
C -1.86 -2.13 3.47  -0.01
C -1.41 -1.18 2.55  -0.12
N -0.36 -1.38 1.79  0.00
C 0.30 -2.58 1.88  -0.14
C 1.40 -2.75 0.98  -0.39
O 1.72 -1.74 0.17  -0.27
H 2.21 -5.93 1.85  0.11
H -1.55 -4.08 4.28  0.09
H -2.72 -1.91 4.09  0.12
H -1.91 -0.23 2.42  0.08
O -1.67 -1.52 -0.57  -0.09
C -1.91 -0.80 -1.57  -0.54
C -2.96 -0.99 -2.61  -0.05
C -2.58 0.06 -3.66  -0.06
C -1.34 0.74 -3.10  -0.47
O -0.65 1.56 -3.66  0.11
N -1.09 0.23 -1.82  0.00
H -3.94 -0.82 -2.16  0.13
H -2.94 -2.02 -2.98  0.13
H -3.36 0.81 -3.81  0.13
H -2.35 -0.36 -4.64  0.13
C -0.09 3.64 5.78  -0.08
N -0.07 2.28 5.26  -0.28
C 0.07 1.30 6.32  -0.09
C -1.22 2.00 4.43  -0.18
C -1.29 2.76 3.12  -0.17
C -2.31 3.69 2.95  -0.05
C -2.50 4.36 1.76  -0.08
C -1.67 4.08 0.69  -0.08
C -0.64 3.16 0.83  -0.04
C -0.42 2.51 2.04  -0.13
H 0.78 3.82 6.39  0.09
H -0.99 3.84 6.39  0.09
H -0.08 4.35 4.95  0.09
H -0.83 1.23 6.95  0.09
H 0.91 1.56 6.95  0.09
H 0.26 0.31 5.89  0.08
H -2.16 2.21 4.98  0.12
H -1.21 0.92 4.23  0.09
H -2.98 3.88 3.79  0.12
H -3.29 5.09 1.66  0.11
H -1.82 4.57 -0.27  0.11
H -0.02 2.95 -0.02  0.10
N -5.05 1.90 1.18  0.07
C -4.79 2.38 -0.08  -0.08
C -3.59 1.84 -0.43  -0.16
N -3.11 1.02 0.58  0.08
C -4.01 1.10 1.53  -0.20
H -5.84 2.11 1.75  0.15
H -5.45 3.06 -0.59  0.12
H -3.04 2.01 -1.34  0.10
H -3.98 0.59 2.48  0.12



3.
# C37H30Br2F4N3O12P2Sc

C37H30Br2F4N3O12P2Sc as an isolated structure (ωB97M-V with the def2-TZVPD basis set, the Open Molecules 2025 dataset).

Summary:
E_LUMO in eV: -0.712
Orbital gap in Eh: 0.302
Net charge: 0
HOMO in eV: -8.924
Multiplicity: 1
Energy relative to the best compared isomer or geometry (same formula, charge and spin) in kcal/mol: 32.3

Last column: Löwdin charge in e.
Atoms and positions in Å:
Sc -0.61 0.03 -0.07  0.92
O -3.79 -0.38 2.32  0.10
C -2.86 -0.81 1.69  -0.53
O -1.74 -0.13 1.48  -0.15
C -2.87 -2.19 1.08  -0.03
C -3.69 -3.14 1.68  0.08
C -3.67 -4.43 1.21  -0.13
C -2.86 -4.83 0.16  0.09
C -2.04 -3.90 -0.45  -0.11
C -2.08 -2.55 -0.03  -0.21
O -1.38 -1.63 -0.69  -0.14
N -1.17 -4.44 -1.44  0.08
O 0.81 -5.72 -1.06  0.05
O -1.02 -3.59 -2.63  -0.03
N -4.53 -5.44 1.86  -0.36
O -4.52 -6.56 1.40  0.08
O -5.25 -5.07 2.76  0.08
H -4.32 -2.85 2.52  0.14
H -2.86 -5.85 -0.18  0.13
F 6.31 0.76 5.06  0.14
C 5.16 0.84 4.41  -0.13
C 4.11 1.58 4.93  -0.13
F 4.26 2.21 6.09  0.14
C 2.91 1.65 4.24  -0.21
F 1.96 2.41 4.78  0.11
C 2.70 0.98 3.03  -0.30
P 1.02 1.07 2.29  1.12
C 0.04 0.62 3.77  -0.38
C 0.15 -0.72 4.12  -0.10
C -0.59 -1.25 5.17  -0.07
C -1.47 -0.43 5.86  -0.07
C -1.59 0.90 5.51  -0.06
C -0.84 1.43 4.47  -0.08
C 0.75 2.84 1.99  -0.36
C -0.56 3.29 1.90  -0.12
C -0.82 4.63 1.63  -0.08
C 0.23 5.51 1.41  -0.08
C 1.54 5.05 1.46  -0.07
C 1.80 3.72 1.76  -0.07
C 3.79 0.29 2.50  -0.57
Br 3.77 -0.54 0.82  1.00
C 4.99 0.21 3.18  -0.27
F 6.03 -0.46 2.69  0.08
H 0.82 -1.38 3.57  0.11
H -0.49 -2.29 5.43  0.11
H -2.07 -0.84 6.67  0.11
H -2.28 1.54 6.05  0.11
H -0.94 2.48 4.23  0.10
H -1.39 2.61 2.05  0.11
H -1.84 4.98 1.60  0.10
H 0.03 6.55 1.21  0.11
H 2.36 5.73 1.28  0.11
H 2.83 3.38 1.81  0.11
C -3.08 5.15 -1.29  -0.07
C -1.84 4.93 -2.11  -0.28
O -1.79 3.57 -2.62  -0.30
P -0.74 2.55 -1.94  0.94
O -0.54 1.51 -3.15  -0.31
C 0.42 1.84 -4.18  -0.27
C -0.28 2.38 -5.40  -0.07
O -1.79 1.50 -1.08  -0.42
C -3.05 1.02 -1.73  -0.21
C -4.22 1.34 -0.83  -0.03
H -3.12 6.17 -0.93  0.08
H -3.10 4.48 -0.43  0.06
H -3.98 4.96 -1.88  0.08
H -0.93 5.14 -1.54  0.09
H -1.83 5.57 -3.00  0.12
H 0.95 0.92 -4.39  0.11
H 1.15 2.55 -3.77  0.12
H -0.91 1.62 -5.86  0.08
H 0.46 2.69 -6.13  0.08
H -0.91 3.24 -5.16  0.07
H -2.90 -0.05 -1.88  0.12
H -3.11 1.51 -2.70  0.11
H -4.08 0.96 0.18  0.07
H -5.11 0.87 -1.25  0.10
H -4.40 2.41 -0.78  0.07
Br 0.91 -5.01 -4.08  0.82
C 0.38 -3.80 -2.66  -0.73
C 0.31 -4.46 -1.25  -0.52
N 0.75 -3.67 -0.12  0.20
C 1.16 -2.49 -0.34  -0.12
C 1.41 -1.85 -1.66  -0.10
C 1.13 -2.52 -2.78  0.02
C 1.84 -0.41 -1.73  -0.65
O 2.65 -0.01 -2.53  0.09
O 1.16 0.35 -0.89  -0.23
H 0.32 -6.31 -1.65  0.09
H 1.42 -1.90 0.54  0.07
H 1.36 -2.12 -3.75  0.13



4.
# C19H18N4OS

A 2-piece molecular cluster, C19H18N4OS overall (ωB97M-V with the def2-TZVPD basis set, the Open Molecules 2025 dataset).

Summary:
E_LUMO in eV: -0.692
Orbital gap in Eh: 0.300
SMILES string: C#Cc1cc(Cc2ccccc2C)c2nccnc2c1S.NC(N)=O
Net charge: 0
HOMO in eV: -8.851
Multiplicity: 1
Energy relative to the best compared isomer or geometry (same formula, charge and spin) in kcal/mol: 31.1

Last column: natural (NBO) charge in e.
Atoms and positions in Å:
C -2.75 4.40 3.11  -0.18
C -2.55 3.76 2.11  -0.03
C -1.98 2.90 1.10  -0.11
C -1.56 1.60 1.49  -0.17
C -0.98 0.74 0.60  0.01
C -0.52 -0.63 1.04  -0.46
C 0.60 -0.57 2.09  -0.04
C 1.47 0.51 2.12  -0.16
C 2.49 0.58 3.06  -0.23
C 2.64 -0.47 3.96  -0.21
C 1.80 -1.56 3.92  -0.21
C 0.77 -1.64 2.98  0.00
C -0.10 -2.87 2.94  -0.63
C -0.80 1.16 -0.76  0.17
N -0.20 0.30 -1.63  -0.39
C -0.08 0.74 -2.85  0.00
C -0.53 2.01 -3.26  0.02
N -1.10 2.87 -2.45  -0.34
C -1.23 2.44 -1.17  0.09
C -1.83 3.30 -0.20  -0.13
S -2.31 4.96 -0.67  0.02
H -3.04 4.84 4.03  0.24
H -1.67 1.26 2.51  0.23
H -0.20 -1.23 0.19  0.25
H -1.38 -1.12 1.48  0.22
H 1.38 1.34 1.43  0.20
H 3.15 1.43 3.09  0.21
H 3.43 -0.41 4.70  0.21
H 1.93 -2.38 4.62  0.21
H 0.23 -3.50 2.11  0.22
H -1.15 -2.65 2.76  0.21
H 0.01 -3.46 3.85  0.22
H 0.40 0.10 -3.58  0.20
H -0.42 2.30 -4.30  0.20
H -3.48 4.67 -1.28  0.14
N 0.51 -2.57 -4.18  -0.86
C 0.84 -3.38 -5.24  0.77
N 2.16 -3.72 -5.33  -0.85
O 0.01 -3.77 -6.04  -0.65
H 1.18 -2.24 -3.51  0.39
H -0.45 -2.31 -4.08  0.41
H 2.43 -4.31 -6.09  0.41
H 2.86 -3.41 -4.68  0.39



5.
# C27H30N3

A 2-piece molecular cluster, C27H30N3 overall at a distorted geometry (ωB97M-V with the def2-TZVPD basis set, the Open Molecules 2025 dataset).

Summary:
E_LUMO in eV: -5.213
Orbital gap in Eh: 0.206
Net charge: +1
HOMO in eV: -10.822
Multiplicity: 1
Energy relative to the best compared isomer or geometry (same formula, charge and spin) in kcal/mol: 64.2

Last column: natural (NBO) charge in e.
Atoms and positions in Å:
C -2.33 -1.23 0.54  -0.26
C -3.44 -2.22 0.25  -0.26
N -2.88 -3.44 -0.39  -0.39
C -2.20 -3.06 -1.67  -0.26
C -1.10 -2.08 -1.38  -0.26
N -1.01 -1.77 0.08  -0.37
C -0.76 -3.06 0.81  -0.26
C -1.86 -4.06 0.52  -0.26
H -2.48 -0.28 0.01  0.21
H -2.24 -1.03 1.61  0.21
H -3.93 -2.53 1.18  0.21
H -4.18 -1.78 -0.43  0.21
H -1.80 -3.97 -2.13  0.21
H -2.96 -2.61 -2.33  0.21
H -0.12 -2.47 -1.68  0.21
H -1.28 -1.12 -1.89  0.21
H 0.22 -3.43 0.47  0.21
H -0.70 -2.82 1.88  0.21
H -2.38 -4.34 1.45  0.21
H -1.46 -4.95 0.02  0.21
C -1.91 4.89 -2.84  -0.40
N -0.57 4.43 -2.56  -0.51
C 0.47 5.44 -2.70  -0.40
C -0.36 3.29 -1.77  0.26
C -0.15 2.04 -2.38  -0.22
C 0.20 0.95 -1.60  -0.14
C 0.26 1.04 -0.19  -0.20
C 0.83 -0.03 0.60  0.38
C 0.71 -0.15 2.04  -0.19
C 1.80 -0.96 2.50  0.08
C 2.11 -1.03 3.86  -0.22
C 1.33 -0.31 4.76  -0.14
C 0.21 0.42 4.33  -0.22
C -0.13 0.47 2.97  -0.13
C 2.59 -1.37 1.35  -0.02
C 1.99 -0.79 0.17  -0.09
C 2.72 -0.80 -1.02  -0.15
C 3.99 -1.38 -1.04  -0.20
C 4.56 -1.94 0.11  -0.14
C 3.84 -1.96 1.31  -0.20
C -0.09 2.27 0.41  -0.08
C -0.35 3.39 -0.36  -0.25
H -2.63 4.11 -2.57  0.21
H -2.14 5.81 -2.27  0.18
H -2.02 5.13 -3.91  0.20
H 1.44 5.03 -2.38  0.21
H 0.54 5.73 -3.76  0.21
H 0.23 6.33 -2.11  0.18
H -0.21 1.96 -3.46  0.24
H 0.44 0.01 -2.09  0.22
H 2.94 -1.65 4.17  0.23
H 1.60 -0.30 5.82  0.24
H -0.40 0.95 5.05  0.24
H -1.03 1.00 2.64  0.23
H 2.31 -0.36 -1.93  0.23
H 4.56 -1.37 -1.98  0.23
H 5.55 -2.37 0.07  0.24
H 4.23 -2.41 2.22  0.23
H -0.07 2.37 1.49  0.22
H -0.54 4.36 0.11  0.24



6.
# C2H5N3O2

One molecule with the formula C2H5N3O2 at a distorted geometry (ωB97M-V with the def2-TZVPD basis set, the Open Molecules 2025 dataset).

Summary:
E_LUMO in eV: 0.889
Orbital gap in Eh: 0.381
SMILES string: [H]/N=C(/N)O/C=N/O
Net charge: 0
HOMO in eV: -9.484
Multiplicity: 1
Energy relative to the best compared isomer or geometry (same formula, charge and spin) in kcal/mol: 80.5

Last column: natural (NBO) charge in e.
Atoms and positions in Å:
H -1.44 -0.46 0.88  0.39
N -0.63 -0.63 1.50  -0.74
C 0.49 -0.26 1.03  0.68
N 1.63 -0.31 1.83  -0.84
O 0.93 0.10 -0.26  -0.50
C 0.08 0.39 -1.27  0.35
N -1.20 0.34 -1.14  -0.22
O -1.85 0.77 -2.32  -0.56
H 1.58 -0.90 2.68  0.41
H 2.56 -0.30 1.37  0.40
H 0.60 0.75 -2.13  0.18
H -2.75 0.53 -2.17  0.48



7.
# C48H39INO4P2STi

C48H39INO4P2STi as an isolated structure at a distorted geometry (ωB97M-V with the def2-TZVPD basis set, the Open Molecules 2025 dataset).

Summary:
E_LUMO (spin up / spin down) in eV: -6.043 / -5.898
Orbital gap (spin up / spin down) in Eh: 0.269 / 0.274
Net charge: +2
HOMO (spin up / spin down) in eV: -13.362 / -13.357
Multiplicity: 2
Energy relative to the best compared isomer or geometry (same formula, charge and spin) in kcal/mol: 25.6

Last column: Löwdin charge in e.
Atoms and positions in Å:
Ti -0.06 -0.57 0.26  0.80
O -2.49 1.67 0.88  -0.07
C -3.75 1.12 0.94  -0.27
C -4.77 1.64 1.70  -0.01
C -6.02 1.04 1.63  -0.03
C -6.23 -0.07 0.81  -0.04
C -5.16 -0.63 0.13  -0.04
C -3.90 -0.05 0.20  -0.25
P -2.44 -0.92 -0.51  1.09
C -2.98 -2.64 -0.25  -0.38
C -2.91 -3.11 1.06  -0.11
C -3.37 -4.37 1.38  -0.05
C -3.91 -5.18 0.38  -0.05
C -4.00 -4.71 -0.92  -0.05
C -3.54 -3.44 -1.23  -0.09
C -2.39 -0.56 -2.28  -0.36
C -2.77 0.71 -2.72  -0.07
C -2.64 1.05 -4.06  -0.05
C -2.13 0.12 -4.97  -0.05
C -1.74 -1.14 -4.54  -0.06
C -1.86 -1.48 -3.20  -0.13
C -2.22 3.02 0.75  -0.25
C -3.18 4.02 0.69  0.00
C -2.75 5.35 0.63  -0.04
C -1.41 5.67 0.60  -0.05
C -0.47 4.65 0.56  -0.05
C -0.87 3.32 0.61  -0.26
P 0.32 1.98 0.38  1.09
C 1.15 1.85 2.01  -0.34
C 0.30 1.48 3.05  -0.11
C 0.78 1.32 4.34  -0.05
C 2.13 1.54 4.61  -0.05
C 2.99 1.90 3.58  -0.05
C 2.51 2.04 2.28  -0.10
C 1.41 2.66 -0.89  -0.37
C 1.02 2.40 -2.21  -0.11
C 1.74 2.91 -3.28  -0.05
C 2.88 3.67 -3.04  -0.05
C 3.27 3.95 -1.74  -0.05
C 2.53 3.46 -0.66  -0.09
H -4.61 2.48 2.36  0.13
H -6.84 1.44 2.21  0.12
H -7.22 -0.52 0.74  0.12
H -5.31 -1.54 -0.45  0.12
H -2.51 -2.48 1.85  0.11
H -3.31 -4.73 2.40  0.12
H -4.25 -6.18 0.63  0.12
H -4.45 -5.33 -1.69  0.12
H -3.65 -3.07 -2.24  0.10
H -3.19 1.42 -2.02  0.11
H -2.94 2.03 -4.40  0.12
H -2.05 0.38 -6.02  0.12
H -1.35 -1.86 -5.25  0.12
H -1.54 -2.46 -2.86  0.11
H -4.23 3.80 0.69  0.11
H -3.50 6.13 0.60  0.12
H -1.09 6.70 0.59  0.12
H 0.59 4.89 0.46  0.11
H -0.75 1.34 2.87  0.10
H 0.11 1.03 5.14  0.12
H 2.51 1.43 5.62  0.12
H 4.04 2.07 3.78  0.12
H 3.21 2.28 1.49  0.08
H 0.13 1.81 -2.40  0.09
H 1.41 2.72 -4.29  0.12
H 3.45 4.07 -3.87  0.12
H 4.15 4.56 -1.55  0.12
H 2.83 3.73 0.34  0.10
C 6.58 -3.38 1.78  -0.04
C 5.08 -3.20 1.66  -0.26
C 4.41 -2.28 2.47  -0.03
C 3.04 -2.12 2.39  -0.04
C 2.35 -2.89 1.46  -0.31
C 2.98 -3.82 0.64  -0.03
C 4.35 -3.96 0.75  -0.01
S 0.63 -2.78 1.37  0.60
O 0.20 -2.61 -0.05  -0.37
O 0.02 -3.83 2.09  -0.18
O 0.30 -1.36 1.91  -0.39
H 7.06 -2.50 2.21  0.08
H 7.03 -3.59 0.81  0.09
H 6.80 -4.23 2.44  0.10
H 4.97 -1.69 3.19  0.13
H 2.53 -1.41 3.03  0.12
H 2.41 -4.43 -0.06  0.13
H 4.86 -4.69 0.13  0.13
I 5.72 0.08 -0.38  1.02
C 3.88 -0.41 -1.19  -0.68
C 3.76 -0.86 -2.49  -0.07
C 2.50 -1.08 -3.02  0.01
C 1.40 -0.83 -2.23  -0.09
N 1.51 -0.43 -0.96  -0.10
C 2.73 -0.23 -0.45  -0.19
H 4.64 -1.03 -3.10  0.12
H 2.37 -1.42 -4.04  0.13
H 0.40 -0.94 -2.62  0.10
H 2.79 0.12 0.58  0.09



no.,calculated total energy (eV)
1,-11460.2093
2,-209074.8801
3,-258129.7684
4,-38837.4907
5,-32948.4173
6,-10718.3175
7,-120706.9996